Run one
Here is a molecular structure, C2H2Cl3OP from OMol25. Energies are from the ωB97M-V functional and the def2-TZVPD basis.

```
! wB97M-V def2-TZVPD RIJCOSX def2/J DEFGRID3
* xyz 0 1
C -0.380 0.413 0.450
C 0.629 -0.651 0.178
O -0.608 0.755 -2.199
P -1.500 0.485 -1.091
Cl -1.084 0.413 1.998
Cl 1.558 -1.211 1.555
Cl -0.409 -1.990 -0.480
H 0.486 2.165 0.222
H 1.309 -0.379 -0.632
*
```

E_HOMO (alpha / beta), eV: -9.629 / -9.634
LUMO level (alpha / beta), Eh: -0.0459 / -0.0461
Gap between HOMO and LUMO (alpha / beta), Ha: 0.3080 / 0.3079



Run two
Here is 2 unconnected molecules or ions with the total composition C2H2Cl3OP from OMol25. Energies are from the ωB97M-V functional and the def2-TZVPD basis.

```
! wB97M-V def2-TZVPD RIJCOSX def2/J DEFGRID3
* xyz 0 1
C -1.039 -0.155 -0.637
C -1.560 0.089 0.510
O 2.540 -0.394 -1.546
P 1.681 -0.216 -0.367
Cl -3.461 0.255 0.708
Cl 1.936 1.648 0.445
Cl 2.271 -1.348 1.126
H -1.369 -0.004 -1.728
H -0.999 0.125 1.489
*
```

E_HOMO (alpha / beta), eV: -10.016 / -10.015
LUMO level (alpha / beta), Eh: -0.0885 / -0.0884
Gap between HOMO and LUMO (alpha / beta), Ha: 0.2796 / 0.2796



What should be chosen as the most stable of them? Choose run two.



Run one
Here is 2 unconnected molecules or ions with the total composition C4H9S from OMol25. Energies are from the ωB97M-V functional and the def2-TZVPD basis.

```
! wB97M-V def2-TZVPD RIJCOSX def2/J DEFGRID3
* xyz -1 1
C 3.052 -1.370 -0.605
S 2.250 -0.203 -1.793
H 2.232 -1.734 0.012
H 3.835 -0.929 0.009
H 3.506 -2.210 -1.129
C -0.799 1.457 0.493
C -2.002 0.613 0.865
C -2.563 -0.226 0.012
H -0.961 1.947 -0.464
H 0.049 0.793 0.307
H -0.562 2.162 1.288
H -2.441 0.745 1.850
H -3.520 -0.713 0.113
H -2.075 -0.332 -0.959
*
```

E_HOMO, eV: -2.082
LUMO level, Eh: 0.1389
Gap between HOMO and LUMO, Ha: 0.2154



Run two
Here is 2 unconnected molecules or ions with the total composition C4H9S from OMol25. Energies are from the ωB97M-V functional and the def2-TZVPD basis.

```
! wB97M-V def2-TZVPD RIJCOSX def2/J DEFGRID3
* xyz -1 1
C 2.495 0.053 1.230
S 2.444 -1.619 0.283
H 3.565 0.218 1.298
H 1.856 0.715 0.654
H 2.034 -0.163 2.186
C -1.175 -0.990 -0.490
C -0.864 0.455 -0.760
C -1.890 1.296 -0.988
H -0.864 -1.371 0.483
H -2.245 -1.211 -0.407
H -0.617 -1.581 -1.213
H 0.005 0.857 -0.267
H -1.824 2.367 -1.144
H -2.920 0.973 -0.868
*
```

E_HOMO, eV: -2.135
LUMO level, Eh: 0.1390
Gap between HOMO and LUMO, Ha: 0.2175



Run three
Here is 2 unconnected molecules or ions with the total composition C4H9S from OMol25. Energies are from the ωB97M-V functional and the def2-TZVPD basis.

```
! wB97M-V def2-TZVPD RIJCOSX def2/J DEFGRID3
* xyz -1 1
C -1.252 0.940 0.629
S -2.652 -0.212 0.428
H -0.970 1.280 -0.363
H -1.410 1.805 1.288
H -0.408 0.432 1.115
C 2.039 -1.292 0.198
C 1.954 -0.238 -0.851
C 2.633 0.898 -0.973
H 1.565 -0.956 1.127
H 1.446 -2.178 -0.014
H 3.083 -1.511 0.419
H 1.480 -0.480 -1.802
H 2.696 1.507 -1.855
H 3.316 1.162 -0.162
*
```

E_HOMO, eV: -1.965
LUMO level, Eh: 0.1335
Gap between HOMO and LUMO, Ha: 0.2057



Run four
Here is 2 unconnected molecules or ions with the total composition C4H9S from OMol25. Energies are from the ωB97M-V functional and the def2-TZVPD basis.

```
! wB97M-V def2-TZVPD RIJCOSX def2/J DEFGRID3
* xyz -1 1
C 1.220 1.387 -0.900
C 2.226 0.370 -0.457
C 1.890 -0.877 -0.045
H 1.248 1.548 -1.983
H 0.171 1.022 -0.632
H 1.395 2.345 -0.431
H 3.292 0.671 -0.485
H 2.646 -1.602 0.290
H 0.819 -1.194 -0.005
C -3.107 -0.769 1.001
S -1.562 -0.286 0.145
H -3.263 -0.134 1.876
H -3.913 -0.659 0.300
H -3.061 -1.822 1.326
*
```

E_HOMO, eV: -2.292
LUMO level, Eh: 0.1561
Gap between HOMO and LUMO, Ha: 0.2403



What should be chosen as the most stable of them? Choose run four.



Run one
Here is C2H4P2S in the gas phase from OMol25. Energies are from the ωB97M-V functional and the def2-TZVPD basis.

```
! wB97M-V def2-TZVPD RIJCOSX def2/J DEFGRID3
* xyz 0 1
C -0.249 -0.665 0.235
C -0.304 0.707 -0.257
P -2.745 -1.452 -0.358
P -3.494 0.379 -0.020
S -1.855 1.591 0.475
H -0.080 -1.539 -0.331
H -0.593 -0.826 1.155
H 0.404 1.262 0.342
H -0.278 0.898 -1.420
*
```

E_HOMO (alpha / beta), eV: -8.219 / -8.252
LUMO level (alpha / beta), Eh: -0.0305 / -0.0327
Gap between HOMO and LUMO (alpha / beta), Ha: 0.2716 / 0.2706



Run two
Here is 2 unconnected molecules or ions with the total composition C2H4P2S from OMol25. Energies are from the ωB97M-V functional and the def2-TZVPD basis.

```
! wB97M-V def2-TZVPD RIJCOSX def2/J DEFGRID3
* xyz 0 1
C 0.888 0.555 -0.334
C 1.220 -0.534 0.331
P -2.208 1.900 0.048
P -2.106 -0.016 0.013
S -2.019 -1.938 -0.042
H 1.060 1.543 0.064
H 0.448 0.505 -1.319
H 1.057 -1.520 -0.074
H 1.661 -0.494 1.314
*
```

E_HOMO, eV: -9.021
SMILES string: P#P=S.C=C
LUMO level, Eh: -0.0197
Gap between HOMO and LUMO, Ha: 0.3118



Run three
Here is 2 unconnected molecules or ions with the total composition C2H4P2S from OMol25. Energies are from the ωB97M-V functional and the def2-TZVPD basis.

```
! wB97M-V def2-TZVPD RIJCOSX def2/J DEFGRID3
* xyz 0 1
C -0.359 0.432 0.732
C -1.535 0.188 1.324
P 2.926 0.449 -0.797
P 1.975 -0.618 -2.073
S 1.169 -1.829 -3.332
H 0.190 -0.353 0.190
H -0.043 1.494 0.774
H -2.192 1.013 1.841
H -2.132 -0.775 1.339
*
```

E_HOMO, eV: -9.215
SMILES string: P#P=S.C=C
LUMO level, Eh: -0.0319
Gap between HOMO and LUMO, Ha: 0.3067



What should be chosen as the most stable of them? Choose run two.



Run one
Here is C3H5NO2S in the gas phase from OMol25. Energies are from the ωB97M-V functional and the def2-TZVPD basis.

```
! wB97M-V def2-TZVPD RIJCOSX def2/J DEFGRID3
* xyz 0 3
C -1.159 -0.100 0.362
C 1.288 0.568 -0.314
C 0.401 0.313 0.631
N -2.297 -1.123 0.655
O -0.625 -2.945 1.353
O -3.083 -3.438 1.410
S -2.022 -2.485 1.183
H -1.822 0.856 0.599
H -1.194 -0.018 -0.671
H 2.195 0.939 0.159
H 1.273 0.458 -1.408
H 0.680 0.548 1.697
*
```

E_HOMO (alpha / beta), eV: -6.545 / -11.018
LUMO level (alpha / beta), Eh: 0.0071 / -0.1498
Gap between HOMO and LUMO (alpha / beta), Ha: 0.2476 / 0.2551



Run two
Here is 2 unconnected molecules or ions with the total composition C3H5NO2S from OMol25. Energies are from the ωB97M-V functional and the def2-TZVPD basis.

```
! wB97M-V def2-TZVPD RIJCOSX def2/J DEFGRID3
* xyz 0 3
C -2.791 -0.568 0.212
C -1.759 0.255 0.074
C -0.256 0.009 0.157
N 0.205 -1.059 -0.264
O 0.313 1.107 0.648
O 3.582 0.338 -0.974
S 3.163 -0.247 0.497
H -3.745 -0.362 -0.074
H -2.702 -1.570 0.690
H -1.775 1.167 -0.358
H 1.313 0.789 0.739
H 4.453 0.141 -1.347
*
```

E_HOMO (alpha / beta), eV: -9.224 / -9.670
LUMO level (alpha / beta), Eh: -0.0003 / -0.0817
Gap between HOMO and LUMO (alpha / beta), Ha: 0.3387 / 0.2736



What should be chosen as the most stable of them? Choose run two.